# 1
Formula: C21H26N4O6
Source: the Open Molecules 2025 dataset
Level of theory: ωB97M-V with the def2-TZVPD basis set

Computed properties:
- Electronic energy: -1486.41112 Eh
- SMILES: C[C@H](NC(=O)c1nc[nH]c1C(=O)NCC(=O)OC(C)(C)C)C(=O)OCc1ccccc1
- Net charge: 0
- Gap between HOMO and LUMO: 0.3589 Eh
- Highest occupied orbital energy: -9.24 eV
- Spin multiplicity: 1
- Lowest unoccupied orbital energy: 0.53 eV

XYZ file:
```
57
Properties=species:S:1:pos:R:3:forces:R:3:mulliken_charge:R:1
C 1.167054 1.556697 0.414457 -0.172 0.288 0.363 0.487
C -2.055433 -2.785348 -0.918070 -0.138 -0.053 -0.646 0.706
H -1.269524 3.750660 0.405151 0.000 -0.066 -0.017 0.406
H -3.685694 -2.446836 -2.266184 0.214 -0.014 -0.017 0.393
H -5.899977 1.581116 -0.916159 0.041 0.011 0.030 0.223
H 2.100740 -0.781178 -0.961906 0.042 0.081 0.106 0.321
C 6.848716 -0.213149 -1.165126 0.080 -0.026 -0.029 -0.461
H -1.992941 -3.934215 2.927019 0.031 0.008 0.126 0.456
H 4.064757 -2.102800 -1.464031 -0.081 -0.094 -0.061 0.374
N -3.368666 3.322012 -0.117457 0.212 0.248 0.120 -0.661
C -1.565115 -2.442999 1.435707 0.218 -0.280 0.605 1.755
H 0.433156 -1.842089 0.937993 0.099 0.117 0.008 0.253
N -0.714946 3.008754 0.002109 0.160 0.177 0.160 -0.188
H 2.236660 3.916002 1.365933 0.085 0.038 0.003 0.388
H 6.475799 -2.168822 -1.950818 0.033 -0.070 -0.044 0.381
H -3.398953 -3.447910 1.968673 -0.109 0.019 0.051 0.382
C 0.723791 3.000284 0.134427 0.099 -0.256 -0.180 0.484
C 4.690009 -1.259092 -1.210832 -0.099 0.085 0.071 -0.556
O -1.614684 -3.903037 -0.998489 0.008 -0.050 0.024 -0.609
O -0.763080 1.057427 -1.114095 0.023 -0.044 -0.153 -0.886
O -5.036533 -0.606025 -1.593577 -0.224 0.004 0.103 -0.746
H 0.333798 -2.981880 2.285740 0.042 0.008 0.135 0.486
H -1.502526 -1.477959 3.362231 0.043 -0.046 0.124 0.442
H 7.906020 -0.240076 -1.382735 0.083 -0.003 -0.026 0.374
H -5.377028 3.918826 0.082631 -0.229 0.084 0.029 0.465
C 2.657922 -0.125042 -0.284566 -0.053 -0.460 0.357 -0.616
H -2.171612 -4.509548 1.264257 -0.005 -0.058 0.030 0.419
N -4.990301 1.983731 -0.741131 0.106 -0.216 -0.117 -0.031
C 6.045807 -1.295271 -1.483755 0.071 -0.066 -0.006 -0.538
N -2.776639 -0.637768 -1.879950 0.110 0.032 -0.185 -0.142
O 0.746271 0.895378 1.327346 0.058 0.041 0.021 -0.692
C -0.071444 -2.730139 1.309822 -0.237 0.016 -0.223 -1.597
C -4.660478 3.179819 -0.215335 -0.047 0.095 0.041 -0.550
C -3.833293 1.311560 -1.006370 0.394 0.281 0.236 -0.191
H -1.205512 -0.394129 1.997521 0.050 0.093 0.007 0.147
C -3.937263 -0.075270 -1.513429 0.238 -0.094 -0.270 0.446
H 0.795743 4.910447 1.129698 0.006 0.109 -0.005 0.450
H -2.073208 -2.260708 -3.000208 -0.077 -0.061 0.143 0.324
O 2.131953 1.195933 -0.416662 0.449 0.060 -0.344 -0.300
C -1.360644 2.005592 -0.607854 0.076 0.181 -0.014 0.118
C -2.818540 2.168048 -0.604786 -0.915 -0.369 -0.210 1.398
H 2.488685 -0.465378 0.746889 0.001 0.046 -0.267 0.357
H -2.848046 -0.959711 2.334198 -0.144 0.001 0.049 0.393
C 6.290481 0.903875 -0.567894 0.039 0.043 0.043 -0.582
H 4.500451 1.808424 0.179841 -0.028 0.088 0.021 0.369
C 4.125331 -0.142494 -0.608205 -0.106 0.146 -0.090 0.685
O -2.095994 -2.017073 0.152556 -0.031 0.274 0.338 -0.078
C 1.152733 3.895725 1.289887 -0.089 -0.148 -0.130 -1.582
H 0.104124 -3.558206 0.628360 0.039 -0.057 0.025 0.413
H -1.910445 -0.131403 -1.668490 -0.207 0.054 -0.015 0.577
H 1.193651 3.318867 -0.806044 -0.072 -0.070 0.192 0.191
C 4.936443 0.937317 -0.286073 -0.066 -0.015 0.009 -0.380
C -2.333776 -3.666569 1.930801 0.062 0.147 -0.289 -1.914
C -1.797005 -1.237324 2.345134 0.010 -0.177 -0.404 -1.503
C -2.675466 -2.051265 -2.112379 -0.115 -0.131 0.087 -1.021
H 0.742850 3.513028 2.221887 -0.029 -0.018 0.062 0.372
H 6.911794 1.751205 -0.317647 0.051 0.066 0.019 0.389
```
Forces are in eV/Å.

# 2
Formula: C21H26N5O3S5Y
Source: the Open Molecules 2025 dataset
Level of theory: ωB97M-V with the def2-TZVPD basis set

Computed properties:
- Electronic energy: -3344.60357 Eh
- Net charge: 0
- Gap between HOMO and LUMO: 0.2447 Eh
- Highest occupied orbital energy: -6.97 eV
- Spin multiplicity: 1
- Lowest unoccupied orbital energy: -0.32 eV

XYZ file:
```
61
Properties=species:S:1:pos:R:3:forces:R:3:mulliken_charge:R:1
S -1.615346 1.455860 -0.141476 -0.459 -0.939 0.479 1.545
H 2.095298 -4.116406 0.235679 0.317 0.047 -0.203 0.476
H -4.211307 0.833571 -4.163007 -0.068 -0.452 0.358 0.275
N 3.197495 0.049941 -0.860686 3.239 0.016 -0.371 -0.231
H -0.030611 -1.265033 4.317552 -0.031 0.185 -0.538 0.488
H -0.380381 2.082010 -5.357597 0.206 -0.360 -0.347 0.464
C -0.035055 1.517451 -4.501190 1.277 0.387 1.628 -0.277
H 4.247679 2.780073 2.668850 -0.111 0.196 0.209 0.554
C 0.229592 2.189668 3.495073 0.887 0.393 -0.324 0.272
C -0.907880 -2.707832 0.354350 1.106 -0.368 -0.400 -0.403
C 1.000231 -2.515965 -0.947715 -0.030 -0.518 0.231 -0.608
N -0.256161 2.159637 -3.346169 -1.145 -0.305 0.362 -0.569
H 2.216701 3.312357 3.601220 -0.381 0.042 0.249 0.476
H 2.451667 -1.601150 4.397190 0.294 0.252 0.324 0.515
H -5.803642 -1.042837 -4.362134 -0.347 0.021 -0.730 0.192
C -0.372576 -2.099214 -0.809950 0.391 0.041 0.867 0.098
C -3.546450 -0.482861 -0.567178 -0.137 1.247 0.055 -0.432
N -5.631958 -1.388085 -3.453911 -0.997 -2.001 1.321 -0.497
H -1.863736 -2.440770 0.764110 -0.247 -0.293 0.128 0.352
N -0.395688 2.004308 -0.968527 0.190 0.022 -0.263 -0.710
C -2.882368 0.665195 -1.051341 0.192 -1.649 -0.681 -0.043
C 3.736263 0.729910 3.091787 0.334 -0.863 -0.407 -0.578
H -2.769401 2.050081 -2.634600 0.393 0.759 -0.523 0.621
H -0.938423 -1.451232 -1.472745 0.138 -0.184 0.166 0.932
S 2.214347 2.450586 1.435693 0.954 -0.318 0.364 0.059
C -4.602749 -1.017044 -1.287521 0.550 -0.304 -0.696 -0.824
C -3.207703 1.141364 -2.317709 -0.211 -0.998 0.118 -0.568
C 0.998315 -0.257859 -3.295159 -0.662 -0.018 1.372 0.218
C -4.763794 -0.730757 -2.660947 1.134 2.278 0.518 0.957
H -6.170009 -2.205572 -3.066699 0.935 1.582 -0.951 0.213
C -4.035659 0.420621 -3.161000 -0.797 -0.486 0.453 -0.825
S 3.080769 -0.770761 2.204451 -0.545 0.334 0.893 0.016
N 0.543755 0.267345 -2.133674 -0.183 1.815 -2.282 0.639
Y 1.160779 0.143263 0.076628 -0.377 -1.711 0.157 -0.142
C 1.402476 3.047264 2.926531 -1.559 1.032 -0.752 -0.846
H -0.021615 -4.345916 1.681657 -0.163 0.403 -0.085 0.473
H 4.428621 1.754705 1.308017 0.488 -0.477 -0.447 0.377
H -0.474979 2.900231 3.968071 0.161 -0.619 -0.320 0.456
C 1.920224 -1.372058 3.484431 -0.535 -1.211 -0.530 -0.793
H -0.207676 1.673138 2.617982 -0.329 0.416 0.784 -0.492
C 0.069143 -3.621712 0.872184 -0.151 0.622 -0.732 -0.874
S 4.678623 -0.166522 -1.151121 -1.810 0.351 0.867 0.242
O 5.735782 0.078172 -0.139427 -1.255 0.001 -0.573 -0.512
H 0.992241 -0.110343 -5.448760 0.176 -0.268 -0.222 0.445
C 0.724304 0.342478 -4.516513 -0.661 -0.204 0.038 -0.945
C 0.614269 -0.586008 3.738532 0.526 -0.645 -0.398 0.539
C 3.813994 1.918952 2.169287 -0.701 0.317 -0.272 -0.875
H 1.616847 -2.393448 3.098468 0.207 1.109 0.165 0.314
H 3.075479 0.870656 3.951043 0.255 0.201 -0.173 0.251
H -3.344212 -0.848115 0.431529 0.050 0.060 -0.054 0.435
C -0.066696 1.495019 -2.201902 0.857 -1.196 -0.733 0.622
C 1.215558 -3.522704 0.060143 -0.380 0.938 0.130 -0.780
H 1.702830 -2.277307 -1.767796 -0.537 -0.521 0.759 0.071
H 1.463248 -1.213551 -3.034612 0.207 0.416 -1.353 0.135
H 4.759563 0.475451 3.425639 -0.501 0.107 -0.058 0.469
S 0.681102 0.931066 4.736784 -0.122 0.261 -0.412 -0.187
O -1.068017 0.392321 0.780052 -0.109 0.963 -0.204 -0.500
H 0.183087 -0.362869 2.740787 -0.316 -0.153 0.836 -0.692
H 0.912209 3.978338 2.511787 0.563 -0.682 0.856 0.466
H -5.260705 -1.721510 -0.807649 0.016 -0.410 -0.015 0.280
O -2.297717 2.524391 0.483193 -0.187 1.337 1.366 -0.736
```
Forces are in eV/Å.

Which relative energy (zero: lowest compared OMol25 entry of this formula, charge and spin) belongs to each record? In order, 17.4, 88.4 kJ/mol.
Which molecular weight belongs to each record? In order, 430.461, 645.712 g mol⁻¹.